The following is a quantum chemistry calculation of C33H65BrClF3IN2OS as an isolated structure, from OMol25.

Geometry as XYZ:
```
108
Properties=species:S:1:pos:R:3:mulliken_charge:R:1
C -0.09 -2.47 3.49 -0.81
C -1.15 -2.35 2.20 0.77
C -1.31 -3.66 1.21 0.86
F -2.76 -4.01 0.99 -0.19
F -0.64 -3.48 -0.12 -0.22
F -0.70 -4.91 1.79 -0.26
S -0.47 -1.06 0.96 -0.01
C -2.23 -0.77 0.27 0.48
Cl -2.32 -0.23 -1.50 -0.02
N -3.21 -0.98 1.22 0.86
C -4.69 -0.75 0.93 -0.84
C -5.56 -2.09 0.62 -0.41
C -6.35 -2.67 1.97 -0.54
Br -5.74 -4.55 2.45 -0.17
C -2.54 -1.46 2.53 -1.54
I -2.06 0.53 3.42 0.39
O -3.46 -2.25 3.40 -0.05
C -3.54 -1.58 4.74 0.44
N -3.48 -1.38 6.02 -0.45
H 0.94 -2.05 3.09 0.18
H 0.10 -3.57 3.82 0.34
H -0.47 -1.89 4.44 0.32
H -5.19 -0.09 1.79 0.09
H -4.75 -0.05 -0.04 0.39
H -4.93 -2.95 0.13 0.29
H -6.40 -1.78 -0.16 0.35
H -7.51 -2.76 1.77 0.41
H -6.11 -1.89 2.82 0.24
C 0.60 -0.59 -3.40 -1.11
C 1.60 0.18 -4.24 0.12
C 1.14 1.60 -4.58 -0.87
C -0.14 1.68 -5.43 -0.60
C -0.08 0.95 -6.78 -0.38
C 0.98 1.50 -7.72 -1.16
H -0.35 -0.74 -3.93 0.28
H 0.99 -1.58 -3.15 0.40
H 0.39 -0.07 -2.46 0.19
H 1.83 -0.38 -5.15 0.35
H 2.54 0.25 -3.68 -0.04
H 1.95 2.12 -5.10 0.35
H 0.97 2.15 -3.65 0.37
H -0.36 2.74 -5.62 0.42
H -0.98 1.30 -4.86 0.16
H -1.06 1.04 -7.26 0.38
H 0.09 -0.12 -6.62 0.22
H 0.81 2.56 -7.92 0.30
H 0.95 0.96 -8.67 0.37
H 1.99 1.39 -7.30 0.26
C 2.62 -0.04 5.97 -1.34
C 3.04 -0.38 4.55 0.22
C 3.90 -1.65 4.46 -0.53
C 5.24 -1.58 5.19 -0.93
C 6.17 -0.44 4.76 -0.37
C 6.59 -0.54 3.30 -1.15
H 3.48 0.17 6.61 0.35
H 1.98 0.85 5.97 0.39
H 2.05 -0.86 6.42 0.29
H 3.56 0.47 4.11 0.33
H 2.13 -0.53 3.95 -0.20
H 4.07 -1.88 3.40 0.36
H 3.32 -2.49 4.86 0.38
H 5.76 -2.54 5.05 0.39
H 5.06 -1.50 6.27 0.34
H 7.07 -0.47 5.38 0.35
H 5.70 0.53 4.94 0.23
H 7.10 -1.48 3.10 0.30
H 7.28 0.28 3.06 0.40
H 5.74 -0.46 2.62 0.24
C -5.29 3.90 2.57 -0.99
C -6.57 3.54 3.30 -0.41
C -7.52 2.67 2.47 0.03
C -8.05 3.33 1.19 -0.71
C -8.79 4.65 1.39 -0.43
C -10.05 4.51 2.23 -1.18
H -5.49 4.50 1.67 0.30
H -4.63 4.49 3.22 0.37
H -4.74 3.00 2.26 0.10
H -7.07 4.45 3.64 0.29
H -6.30 2.98 4.21 0.34
H -8.36 2.37 3.10 0.34
H -7.00 1.74 2.19 -0.28
H -8.72 2.62 0.69 0.38
H -7.22 3.50 0.49 0.32
H -9.08 5.04 0.41 0.36
H -8.13 5.40 1.84 0.24
H -10.75 3.80 1.78 0.29
H -10.56 5.47 2.32 0.38
H -9.82 4.17 3.25 0.28
C 8.36 -0.02 -5.76 -1.17
C 8.08 -1.35 -5.10 -0.43
C 6.61 -1.77 -5.18 -0.84
C 5.62 -0.84 -4.47 -0.38
C 5.88 -0.62 -2.98 -0.46
C 5.78 -1.89 -2.16 -1.09
H 7.82 0.80 -5.28 0.27
H 9.43 0.22 -5.70 0.38
H 8.08 -0.04 -6.82 0.29
H 8.41 -1.32 -4.05 0.24
H 8.69 -2.12 -5.59 0.36
H 6.51 -2.79 -4.77 0.35
H 6.32 -1.84 -6.24 0.40
H 4.61 -1.25 -4.60 0.20
H 5.61 0.13 -4.98 0.35
H 5.14 0.10 -2.61 0.36
H 6.86 -0.16 -2.83 0.32
H 4.79 -2.34 -2.26 0.26
H 5.94 -1.66 -1.10 0.31
H 6.53 -2.63 -2.46 0.28
```

Calculated values
highest occupied orbital energy	-0.452	hartree
gap between HOMO and LUMO	6.9	eV
total charge	+1